Version A
The following is a quantum chemistry calculation of a 3-piece molecular cluster, C5H13NO2 overall, from OMol25.

```
! RIJCOSX wB97M-V def2-TZVPD def2/J DEFGRID3
* xyz 0 1
O 2.627 0.561 -1.260
O 0.655 1.478 -0.654
N 1.025 -0.712 -0.212
C 1.943 -1.834 -0.245
C -1.752 -0.661 -0.632
C 1.406 0.470 -0.636
C -0.839 1.138 1.748
C -2.087 0.637 -0.157
H 2.031 -2.252 -1.254
H -1.838 1.490 -0.772
H -0.473 -0.805 -0.448
H -1.786 -0.738 -1.718
H -1.275 0.225 2.133
H 2.711 1.477 -1.556
H -2.312 -1.474 -0.176
H -1.373 2.019 2.093
H 0.205 1.134 2.067
H -2.897 0.782 0.544
H 1.586 -2.611 0.434
H 2.953 -1.564 0.077
H -0.512 1.240 0.623
*
```

Calculated values
HOMO energy, Ha: -0.3107
Molecular weight, u: 119.2

Atomic partial charges in e from the Mulliken method, atoms 1 to 2: number 1, O, carries -0.509; number 2, O, carries -0.764

***

Version B
The following is a quantum chemistry calculation of a 2-piece molecular cluster, C5H13NO2 overall, from OMol25.

```
! RIJCOSX wB97M-V def2-TZVPD def2/J DEFGRID3
* xyz 0 1
O -0.169 2.332 -1.536
O -1.180 -2.949 3.370
N 0.677 0.742 -0.111
C -1.701 -0.396 -0.282
C 1.799 0.569 0.902
C 0.180 -0.676 -2.046
C 0.620 2.009 -0.657
C -0.089 -0.470 -0.481
H 2.848 0.610 0.621
H 0.000 -1.708 -2.293
H 1.789 -0.368 1.539
H 1.207 -0.310 -2.373
H -0.174 -2.965 3.211
H 1.337 2.723 -0.178
H -2.153 -0.830 -1.126
H -1.992 0.733 -0.266
H -0.448 0.012 -2.671
H 1.840 1.415 1.677
H -1.628 -3.484 2.680
H -1.877 -1.024 0.598
H 0.457 -1.279 0.072
*
```

Calculated values
HOMO energy, Ha: -0.3367
Molecular weight, u: 119.2
SMILES: CC(C)N(C)C=O.O

Atomic partial charges in e from the Mulliken method, atoms 1 to 2: number 1, O, carries -0.549; number 2, O, carries -0.653

***

Stability check: which of them is least stable? version A.